A | {
  "formula": "C2H6N2OS",
  "method": "wB97M-V/def2-TZVPD",
  "symbols": ["S", "O", "N", "N", "C", "C", "H", "H", "H", "H", "H", "H"],
  "xyz": [[0.85054, -0.92475, -0.69237], [-1.01227, 2.41981, -1.29512], [-0.24729, 1.26437, -1.48549], [-0.89052, 0.72351, 0.67799], [-0.19035, 0.43626, -0.37038], [1.11705, -1.61417, 1.00484], [0.15459, -1.94337, 1.35811], [1.53525, -0.83376, 1.60212], [1.74275, -2.47715, 0.83348], [-0.54196, 0.80652, -2.35094], [-0.81998, 0.01593, 1.40807], [-1.69781, 2.12680, -0.69033]],
  "smiles": "[H]/N=C(/NO)SC",
  "homo_energy_ha": -0.3443,
  "lumo_ev": 0.61,
  "orbital_gap_ev": 9.977
}

B | {
  "formula": "C2H6N2OS",
  "method": "wB97M-V/def2-TZVPD",
  "symbols": ["S", "O", "N", "N", "C", "C", "H", "H", "H", "H", "H", "H"],
  "xyz": [[2.64349, 0.13705, -0.10477], [-0.89370, 1.65885, 0.13852], [0.43240, 1.46822, -0.14241], [-0.94798, -0.91954, -0.48649], [0.08355, -0.80050, 0.54420], [1.05012, 0.32788, 0.15791], [-1.65742, -1.65353, -0.24664], [-0.46423, -1.18496, -1.35422], [-1.37056, 0.85569, -0.24197], [-0.43862, -0.49882, 1.47708], [0.67736, -1.69218, 0.71680], [0.88559, 2.30183, -0.45802]],
  "smiles": "NCC(=S)NO",
  "homo_energy_ha": -0.3103,
  "lumo_ev": 0.59,
  "orbital_gap_ev": 9.035
}

Going by the energies, B is most stable and the next is 22.8 kJ/mol up.

A | {
  "formula": "CHN3OS",
  "method": "wB97M-V/def2-TZVPD",
  "symbols": ["S", "O", "N", "N", "N", "C", "H"],
  "xyz": [[2.83906, 0.07760, -0.40867], [3.64182, 0.57957, 0.64697], [1.95432, -1.78912, 0.04662], [1.33944, 0.76700, -0.27502], [0.81440, -1.44378, 0.15450], [0.44332, -0.09808, -0.05660], [-0.64485, 0.23343, -0.10384]],
  "homo_energy_ha": -0.3312,
  "lumo_ev": -1.47,
  "orbital_gap_ev": 7.546
}

B | {
  "formula": "CHN3OS",
  "method": "wB97M-V/def2-TZVPD",
  "symbols": ["S", "O", "N", "N", "N", "C", "H"],
  "xyz": [[3.02865, 0.71770, -0.10009], [-0.07210, 0.93575, 0.12966], [-1.23832, 0.11357, 0.10893], [-0.87128, -1.12718, -0.04110], [0.40829, -1.20064, -0.06492], [0.88288, 0.02542, 0.03395], [-2.13812, 0.53537, -0.06643]],
  "smiles": "S=c1nn[nH]o1",
  "homo_energy_ha": [-0.3020, -0.3020],
  "lumo_ev": [-1.68, -1.68],
  "orbital_gap_ev": [6.535, 6.535]
}

Going by the energies, A is most stable and the next is 278.9 kJ/mol up.

A | {
  "formula": "C2H7N2O",
  "method": "wB97M-V/def2-TZVPD",
  "symbols": ["O", "N", "N", "C", "C", "H", "H", "H", "H", "H", "H", "H"],
  "xyz": [[-0.31267, 1.17358, -0.37162], [-2.16794, -0.00434, 0.02171], [1.68577, 0.10752, 0.21248], [-0.94234, 0.39899, 0.46426], [0.28501, -0.09190, -0.37860], [1.68956, 1.15460, 0.37109], [2.45413, -0.05438, -0.42080], [0.25950, -0.70280, -1.23351], [-2.43056, 0.13273, -0.95514], [-2.97512, -0.00951, 0.64626], [2.00256, -0.51250, 0.94246], [-0.77255, 0.18092, 1.50049]],
  "charge": 1,
  "smiles": "N[C@@H]1O[C@H]1[NH3+]",
  "homo_energy_ha": -0.4991,
  "lumo_ev": -3.76,
  "orbital_gap_ev": 9.825
}

B | {
  "formula": "C2H7N2O",
  "method": "wB97M-V/def2-TZVPD",
  "symbols": ["O", "N", "N", "C", "C", "H", "H", "H", "H", "H", "H", "H"],
  "xyz": [[0.30107, -0.00876, -0.41270], [0.91858, 1.27202, -2.19160], [-0.83818, -0.50418, 1.81285], [-0.58112, -1.75920, 1.89288], [0.26381, 1.04047, -1.07451], [-1.70636, -0.19293, 2.25387], [1.42280, 0.50595, -2.61586], [1.04979, 2.20634, -2.53941], [0.42861, -2.07501, 1.67483], [-1.31093, -2.55481, 2.03980], [-0.17179, 1.91740, -0.57728], [-0.62713, 0.00641, 0.87631]],
  "charge": 1,
  "homo_energy_ha": -0.5508,
  "lumo_ev": -5.45,
  "orbital_gap_ev": 9.538
}

C | {
  "formula": "C2H7N2O",
  "method": "wB97M-V/def2-TZVPD",
  "symbols": ["O", "N", "N", "C", "C", "H", "H", "H", "H", "H", "H", "H"],
  "xyz": [[-1.29796, 1.22484, -0.69917], [1.95675, -0.44105, -0.25892], [-1.63594, -0.78787, 0.46020], [-1.02949, 0.46729, 0.40657], [1.16785, 0.48054, 0.04830], [-1.47564, -1.38006, -0.29807], [-0.94355, 1.05253, 1.35760], [1.41646, 1.58532, -0.05329], [-1.63597, -1.26400, 1.34177], [1.82971, -1.47729, -0.12660], [-1.29782, 0.75231, -1.60472], [2.94561, -0.21256, -0.57366]],
  "charge": 1,
  "homo_energy_ha": -0.5069,
  "lumo_ev": -3.77,
  "orbital_gap_ev": 10.026
}

D | {
  "formula": "C2H7N2O",
  "method": "wB97M-V/def2-TZVPD",
  "symbols": ["O", "N", "N", "C", "C", "H", "H", "H", "H", "H", "H", "H"],
  "xyz": [[-3.18714, -0.39357, 0.20920], [1.34485, 0.12265, 0.47390], [-1.16405, 0.73725, -0.34565], [2.15378, -0.57465, -0.19529], [-1.94438, -0.17525, 0.14861], [1.77574, 0.45302, 1.44707], [3.15529, -0.82314, 0.28865], [-3.82206, 0.19021, -0.23235], [0.03606, 0.33899, -0.04161], [1.94733, -1.13286, -1.14508], [-1.25797, -0.88369, 0.72407], [-1.27682, 1.50886, -0.96234]],
  "charge": 1,
  "homo_energy_ha": -0.5704,
  "lumo_ev": -3.48,
  "orbital_gap_ev": 12.041
}

Going by the energies, B is most stable and the next is 60.1 kJ/mol up.

A | {
  "formula": "C2H7N2O",
  "method": "wB97M-V/def2-TZVPD",
  "symbols": ["O", "N", "N", "C", "C", "H", "H", "H", "H", "H", "H", "H"],
  "xyz": [[0.45412, -0.07262, -0.34740], [1.81504, 2.65108, 0.45486], [-0.23739, -2.13190, 0.41884], [-1.94196, -0.76809, -0.78054], [-0.50592, -0.87178, -0.33487], [-2.21142, 0.08049, -1.33501], [2.42328, 2.63526, 1.20890], [-2.64721, -1.60690, -0.43574], [0.75929, -2.38274, 0.32370], [-0.88113, -2.87488, 0.70197], [1.64174, 3.49602, -0.04458], [1.33154, 1.84607, 0.16987]],
  "charge": 1,
  "homo_energy_ha": -0.4616,
  "lumo_ev": -9.54,
  "orbital_gap_ev": 3.016
}

B | {
  "formula": "C2H7N2O",
  "method": "wB97M-V/def2-TZVPD",
  "symbols": ["O", "N", "N", "C", "C", "H", "H", "H", "H", "H", "H", "H"],
  "xyz": [[2.02152, -0.63918, -0.53608], [1.02072, -0.44351, 0.50817], [-1.48780, -0.26988, -0.18984], [1.84378, 0.54889, 0.15641], [-2.66922, 0.15180, 0.04957], [1.67193, 1.43777, -0.54490], [0.01710, -0.28696, 0.27682], [-3.61219, -0.21654, -0.23182], [-1.35658, -1.11909, -0.75451], [-2.97738, 0.94510, 0.73081], [2.71629, 0.91095, 0.76541], [2.81183, -1.01935, -0.23005]],
  "charge": 1,
  "homo_energy_ha": -0.5429,
  "lumo_ev": -4.10,
  "orbital_gap_ev": 10.673
}

Going by the energies, A is most stable and the next is 79.1 kJ/mol up.